DFT (wB97M-V/def2-TZVPD) results for a structure of composition C38H61IrN5O7P2.

Atoms and positions in Å:
Ir  -0.25691  0.67488  -0.27414
C  3.16628  2.25955  0.12439
C  2.61790  0.87566  0.34084
C  2.35434  0.09948  -0.77353
C  2.78372  0.61610  -2.12739
C  2.19267  -1.32658  -0.61936
C  2.10259  -2.17889  -1.82613
C  2.26520  -1.95039  0.68499
C  2.20915  -3.44790  0.75200
C  2.44698  -1.16640  1.79668
C  2.52761  -1.75492  3.18114
C  2.66264  0.24426  1.64207
C  3.09198  0.99251  2.85611
H  2.59850  2.81266  -0.62033
H  4.19128  2.17354  -0.25395
H  3.19483  2.86238  1.02195
H  2.40155  0.02310  -2.94716
H  3.87674  0.55795  -2.17785
H  2.51992  1.65227  -2.29390
H  1.70266  -3.16285  -1.60573
H  3.11579  -2.30973  -2.23731
H  1.47897  -1.73935  -2.60470
H  1.23313  -3.81755  0.41832
H  2.40458  -3.83301  1.74552
H  2.95950  -3.87671  0.08201
H  1.97888  -2.68358  3.25278
H  2.11986  -1.07796  3.92828
H  3.56651  -1.96159  3.45737
H  2.28534  1.01696  3.59640
H  3.40632  2.00893  2.65899
H  3.92690  0.46556  3.32982
C  -4.03064  -3.04226  -1.79949
C  -3.09266  -1.83697  -1.78443
O  -3.23753  -1.01389  -2.95050
P  -3.53073  -0.70747  -0.40895
O  -5.02473  -0.33092  -0.75119
O  -3.68080  -1.59672  0.88906
O  -2.64397  0.48106  -0.22493
P  -1.28705  -2.31280  -1.66608
O  -1.22764  -3.76547  -0.97678
O  -0.69161  -2.30624  -3.01408
O  -0.69754  -1.41206  -0.56493
H  -5.06212  -2.70911  -1.91556
H  -3.94566  -3.62812  -0.88525
H  -3.77660  -3.68850  -2.64284
H  -3.11547  -1.56498  -3.73082
H  -5.59321  -0.08570  -0.00166
H  -2.85409  -1.68354  1.40197
H  -1.15247  -4.47164  -1.64285
C  -3.71191  -0.42916  5.54581
C  -2.74305  -0.63555  4.40744
C  -2.32542  -1.91299  4.05175
C  -1.43951  -2.12660  2.98459
C  -1.09383  -3.54141  2.57241
C  -0.95972  -1.03098  2.30136
C  -1.35054  0.31491  2.61648
C  -2.26979  0.45366  3.69718
N  -0.88237  1.31108  1.81270
C  -0.92760  2.80122  2.04346
C  -1.33270  3.32382  3.43668
C  -1.18989  4.84845  3.51178
C  -2.14459  5.47236  2.48761
C  -1.75271  4.99985  1.08293
C  -0.31819  5.46403  0.80144
C  0.62556  4.82241  1.82213
C  0.25018  5.27319  3.23402
C  0.49845  3.30168  1.74422
C  -1.85787  3.46767  1.00558
H  -4.20663  -1.35843  5.82198
H  -4.47713  0.30291  5.28404
H  -3.18824  -0.05515  6.42828
H  -2.71408  -2.77122  4.59575
H  -1.96472  -4.19229  2.66840
H  -0.31784  -3.96583  3.21360
H  -0.75060  -3.58106  1.53567
H  -0.28504  -1.18808  1.47051
H  -2.66938  1.40731  3.95692
H  -0.73796  2.84034  4.21998
H  -2.38314  3.12462  3.61946
H  -1.47467  5.16590  4.51521
H  -2.09331  6.56311  2.54156
H  -3.17696  5.18367  2.70990
H  -2.43607  5.43221  0.34844
H  -0.26297  6.55301  0.87850
H  -0.00679  5.20280  -0.21185
H  1.65945  5.10529  1.60505
H  0.34459  6.35908  3.31887
H  0.92854  4.82862  3.97146
H  1.19318  2.82559  2.44473
H  0.74649  2.96001  0.73729
H  -1.56588  3.11445  0.01624
H  -2.88882  3.13699  1.17016
C  -0.32148  1.04962  -3.42327
N  -0.57928  1.77017  -4.64574
C  0.17348  3.02844  -4.62533
N  -0.21424  3.87943  -3.48760
C  0.02514  3.16523  -2.26153
N  -0.71672  1.85946  -2.20017
C  -2.19824  2.18849  -2.37161
N  -2.43989  2.91813  -3.59344
C  -2.01189  2.08675  -4.72824
C  -1.65792  4.15557  -3.59212
H  0.74286  0.85611  -3.36456
H  -0.85852  0.10754  -3.41439
H  -0.01640  3.57274  -5.54734
H  1.24162  2.81075  -4.56622
H  -0.30586  3.77542  -1.42679
H  1.09054  2.96446  -2.16290
H  -2.52440  2.78051  -1.52089
H  -2.74893  1.26161  -2.39463
H  -2.20437  2.61944  -5.65681
H  -2.58330  1.16013  -4.72350
H  -1.96598  4.77791  -2.75053
H  -1.84540  4.70199  -4.51524

Values from the calculation:
energy above the lowest of the compared OMol25 structures with the same formula, charge and spin: 0.00 kcal/mol
charge: +2
frontier orbital gap (spin up / spin down): 7.91 / 4.58 eV
multiplicity: 6
HOMO energy (spin up / spin down): -13.42 / -13.41 eV
energy: -3071.6980 a.u.
largest force on an atom: 0.796 eV/Å
LUMO energy (spin up / spin down): -5.51 / -8.83 eV